[1]
The following is a quantum chemistry calculation of a structure of composition C35H49Ge2N2OPtSi2, from the Open Molecules 2025 dataset.

The geometry in XYZ format:
```
92
Properties=species:S:1:pos:R:3:forces:R:3
Pt -0.476 -0.414 -0.638 0.03 0.09 0.06
C -1.028 -0.014 -4.094 -0.04 0.02 0.00
Si -1.981 -0.120 -2.496 0.09 0.02 0.04
C -3.133 -1.575 -2.549 -0.01 0.01 -0.02
C -2.887 1.428 -1.966 -0.02 -0.02 -0.03
C -4.193 1.678 -2.389 0.01 0.01 0.01
C -4.887 2.782 -1.912 0.00 0.00 0.00
C -4.292 3.638 -0.995 -0.01 0.00 0.00
C -2.994 3.402 -0.563 0.00 -0.01 -0.01
C -2.280 2.306 -1.050 -0.01 0.00 0.01
Si -0.511 1.978 -0.602 0.01 -0.01 0.00
C 0.707 2.573 -1.877 -0.03 0.01 -0.02
C -0.016 2.656 1.058 -0.04 0.00 0.00
H -1.698 0.424 -4.840 0.00 -0.01 0.00
H -0.757 -1.008 -4.455 0.00 0.00 0.00
H -0.136 0.607 -4.059 0.01 -0.01 0.00
H -3.768 -1.451 -3.434 0.00 0.00 0.00
H -3.781 -1.617 -1.675 0.00 -0.01 0.01
H -2.610 -2.526 -2.653 0.00 0.00 0.01
H -4.685 1.010 -3.088 0.00 0.00 0.00
H -5.897 2.970 -2.250 0.00 0.00 0.00
H -4.840 4.492 -0.619 0.00 0.00 0.00
H -2.542 4.083 0.150 0.00 0.00 0.00
H 0.624 3.665 -1.898 0.01 0.00 0.00
H 0.495 2.217 -2.883 0.00 0.00 0.00
H 1.738 2.325 -1.619 0.00 -0.01 0.01
H 0.058 3.741 0.928 0.00 0.00 0.01
H 0.962 2.308 1.391 0.00 -0.02 -0.01
H -0.747 2.463 1.841 0.02 0.01 0.00
C -3.213 1.205 2.910 0.01 0.01 -0.01
Ge -3.722 -0.549 2.243 0.00 0.01 -0.02
C -5.003 -0.409 0.786 0.01 0.01 0.00
C -4.247 -1.789 3.651 0.00 0.00 0.01
Ge -1.712 -1.627 1.261 -0.03 -0.08 0.03
C 0.092 -1.447 1.949 -0.01 0.01 -0.02
C 0.415 -0.273 2.646 0.01 0.02 0.01
C 1.679 -0.095 3.191 0.00 0.01 -0.01
C 2.640 -1.085 3.034 0.00 -0.03 -0.03
C 2.335 -2.260 2.353 0.00 -0.01 -0.01
C 1.072 -2.448 1.824 -0.01 0.00 0.00
C -1.890 -3.194 0.151 0.02 -0.01 0.01
C -3.120 -3.855 0.092 0.00 0.01 0.00
C -3.303 -4.935 -0.757 0.00 -0.01 -0.01
C -2.266 -5.348 -1.585 -0.01 0.00 0.00
C -1.042 -4.693 -1.555 0.01 0.00 0.01
C -0.851 -3.629 -0.685 0.00 -0.02 -0.01
H -4.083 1.648 3.397 0.00 0.00 0.00
H -2.923 1.854 2.084 -0.01 0.00 0.01
H -2.410 1.154 3.645 -0.01 -0.01 0.01
H -5.927 0.018 1.179 0.00 0.00 0.00
H -5.238 -1.380 0.350 0.00 -0.01 0.01
H -4.622 0.254 0.008 -0.01 0.00 0.00
H -5.148 -1.398 4.127 0.00 0.00 0.00
H -3.470 -1.877 4.408 0.00 0.00 0.00
H -4.472 -2.778 3.256 0.00 0.00 0.00
H -0.337 0.494 2.784 0.01 0.00 0.00
H 1.910 0.806 3.745 0.00 0.00 0.00
H 3.634 -0.956 3.441 0.00 0.02 0.01
H 3.090 -3.028 2.245 0.00 0.01 0.01
H 0.837 -3.386 1.338 0.00 0.00 0.01
H -3.942 -3.536 0.723 0.00 0.00 0.00
H -4.251 -5.454 -0.777 0.00 0.00 0.00
H -2.411 -6.190 -2.250 0.00 0.00 0.00
H -0.233 -5.026 -2.192 0.00 0.00 0.00
H 0.127 -3.158 -0.649 -0.01 0.01 0.00
C 5.606 1.835 2.755 0.01 0.01 0.02
C 6.278 1.578 1.415 0.00 -0.01 0.00
N 5.326 1.236 0.349 0.00 -0.02 0.01
C 5.008 2.257 -0.646 -0.01 0.00 -0.01
C 4.149 3.383 -0.091 0.01 0.01 0.01
C 4.831 -0.011 0.341 0.00 0.02 0.01
O 5.122 -0.879 1.150 -0.01 0.00 0.01
C 3.816 -0.376 -0.720 0.04 -0.02 -0.02
C 4.171 -1.039 -1.888 -0.01 -0.01 0.01
C 3.177 -1.470 -2.751 -0.01 0.00 0.00
C 1.855 -1.243 -2.422 0.02 0.01 0.02
N 1.516 -0.612 -1.290 -0.03 -0.03 -0.09
C 2.475 -0.186 -0.454 -0.02 0.00 0.02
H 6.356 2.107 3.497 0.00 0.00 0.00
H 5.099 0.937 3.105 0.00 -0.01 -0.01
H 4.884 2.650 2.691 0.00 0.00 0.00
H 6.987 0.755 1.505 0.00 0.00 0.00
H 6.827 2.458 1.080 0.00 0.00 -0.01
H 4.509 1.781 -1.490 0.00 0.00 0.00
H 5.949 2.656 -1.031 0.00 0.00 0.01
H 3.206 2.995 0.304 0.00 0.00 0.00
H 3.927 4.108 -0.875 -0.01 0.00 0.00
H 4.658 3.911 0.714 0.00 0.00 0.00
H 5.215 -1.221 -2.114 0.00 0.00 0.00
H 3.416 -1.986 -3.671 0.00 0.00 0.00
H 1.045 -1.570 -3.058 -0.01 0.01 -0.01
H 2.148 0.295 0.461 0.00 0.01 0.01
```
Positions in Å, forces in eV/Å.

Computed properties:
highest occupied orbital energy (alpha / beta): -13.77 / -14.04 eV
2S+1: 2
ΔE to the lowest compared entry with this formula, charge and spin: 0.1 kcal per mole
net charge: +2
E_tot: -174140.5286 eV


[2]
The following is a quantum chemistry calculation of a structure of composition C3H4Br2N2S in a non-equilibrium geometry, from the Open Molecules 2025 dataset.

The geometry in XYZ format:
```
12
Properties=species:S:1:pos:R:3:forces:R:3
C 0.838 -0.523 -0.080 0.51 1.13 -0.80
C 5.227 -0.375 -0.037 0.46 2.76 0.21
C -0.461 -0.061 0.467 1.16 1.50 -2.77
N 4.401 -1.252 0.066 -0.84 -1.17 0.06
N 3.105 -1.271 0.211 -0.07 -1.05 -0.19
S 2.213 0.017 0.620 -1.03 -0.56 0.13
Br 7.000 -0.698 -0.172 1.70 -0.25 -0.21
Br 4.833 1.614 0.123 0.06 -0.83 -0.19
H 1.018 -0.926 -1.084 -0.40 -0.60 0.72
H -0.735 -0.550 1.311 -1.51 -2.42 2.03
H -1.221 0.144 -0.306 0.21 -0.33 0.69
H -0.149 0.829 0.948 -0.24 1.82 0.32
```
Positions in Å, forces in eV/Å.

Computed properties:
highest occupied orbital energy (alpha / beta): -8.18 / -8.18 eV
ΔE to the lowest compared entry with this formula, charge and spin: 58.9 kcal per mole
E_tot: -157071.6341 eV


[3]
The following is a quantum chemistry calculation of the ion C4H8NO2S with charge -1 in a non-equilibrium geometry, from the Open Molecules 2025 dataset.

The geometry in XYZ format:
```
16
Properties=species:S:1:pos:R:3:forces:R:3
O 2.660 -2.037 -0.232 0.36 -0.08 -0.11
C 1.960 -1.706 -1.207 -0.76 0.57 0.33
O 2.077 -1.902 -2.427 0.16 -0.25 -0.29
N 0.759 -0.962 -0.832 0.26 -0.54 0.67
C 0.725 -0.198 0.383 -0.37 0.80 -0.36
C -0.738 0.142 0.766 0.33 0.18 0.69
C -0.979 1.641 0.886 -0.15 0.02 -0.20
S -2.704 2.138 1.227 -0.05 0.00 0.34
H 0.159 -0.630 -1.568 0.32 0.07 -0.25
H 1.296 0.754 0.287 -0.18 -0.02 -0.05
H 1.219 -0.682 1.221 0.01 -0.57 -0.31
H -0.921 -0.288 1.755 -0.28 -0.05 -0.04
H -1.462 -0.312 0.099 0.05 -0.10 -0.31
H -0.690 2.201 -0.004 0.27 -0.19 0.05
H -0.400 2.010 1.735 -0.09 0.24 -0.11
H -3.261 1.750 0.073 0.14 -0.08 -0.06
```
Positions in Å, forces in eV/Å.

Computed properties:
highest occupied orbital energy: -4.09 eV
SMILES string: O=C([O-])NCCCS
ΔE to the lowest compared entry with this formula, charge and spin: 5.8 kcal per mole
net charge: -1
E_tot: -20699.8013 eV


[4]
The following is a quantum chemistry calculation of the molecule C3H8N2O in a non-equilibrium geometry, from the Open Molecules 2025 dataset.

The geometry in XYZ format:
```
14
Properties=species:S:1:pos:R:3:forces:R:3
N 0.110 -0.186 -1.843 -4.09 -0.07 3.03
C -0.123 0.845 -0.812 1.03 1.49 -2.31
C 0.370 0.619 0.590 -1.50 1.71 3.15
N -0.432 -0.219 1.568 -0.05 0.11 -0.61
C -0.073 -1.605 1.582 1.65 3.57 -4.46
O -0.806 -2.453 1.204 -1.10 -2.09 1.37
H 0.995 -0.089 -2.139 3.28 -0.01 -2.25
H -0.687 -0.230 -2.477 1.16 -0.06 -0.15
H 0.459 1.809 -1.107 -0.64 -1.29 0.35
H -1.140 1.197 -0.997 -0.24 -0.22 1.09
H 0.313 1.681 1.088 0.56 -1.81 -0.96
H 1.382 0.250 0.658 0.43 0.14 -0.35
H -1.428 -0.006 1.390 0.64 -0.82 0.44
H 1.062 -1.612 1.295 -1.13 -0.66 1.67
```
Positions in Å, forces in eV/Å.

Computed properties:
highest occupied orbital energy: -9.17 eV
SMILES string: NCCNC=O
ΔE to the lowest compared entry with this formula, charge and spin: 61.6 kcal per mole
E_tot: -8266.6559 eV


[5]
The following is a quantum chemistry calculation of the molecule C6H9N3O2 in a non-equilibrium geometry, from the Open Molecules 2025 dataset.

The geometry in XYZ format:
```
20
Properties=species:S:1:pos:R:3:forces:R:3
C -1.806 1.988 0.284 -0.92 -0.22 0.04
N -0.737 1.058 0.572 2.39 -0.33 0.73
N -0.832 -0.169 -0.037 1.19 -1.32 -0.90
C 0.242 -0.851 -0.369 -1.83 1.34 1.10
C 0.015 -2.167 -1.085 -0.58 -1.73 -1.26
N -1.249 -2.634 -1.389 -0.23 1.15 0.89
O 0.922 -2.875 -1.494 1.03 0.87 0.72
C 1.636 -0.328 -0.107 -0.09 -1.08 0.65
C 1.706 0.623 1.117 -0.76 -1.58 -1.18
C 0.502 1.519 1.116 0.21 1.99 -0.59
O 0.683 2.677 1.481 -1.36 -0.95 -0.23
H -2.188 2.487 1.194 0.30 -0.28 -0.45
H -1.444 2.728 -0.423 -0.06 0.28 -0.02
H -2.619 1.406 -0.205 0.60 0.43 0.49
H -1.326 -3.605 -1.715 0.14 1.04 0.32
H -2.046 -2.117 -1.035 0.10 -0.43 -0.16
H 2.319 -1.189 0.057 -0.33 0.62 -0.50
H 1.907 0.219 -1.002 0.43 0.01 -0.28
H 2.636 1.191 1.005 -0.52 0.15 0.54
H 1.680 0.038 2.037 0.27 0.02 0.08
```
Positions in Å, forces in eV/Å.

Computed properties:
highest occupied orbital energy: -9.25 eV
SMILES string: CN1N=C(C(N)=O)CCC1=O
ΔE to the lowest compared entry with this formula, charge and spin: 30.0 kcal per mole
E_tot: -14932.8878 eV


[6]
The following is a quantum chemistry calculation of a structure of composition C38H32N3P2Yb in a non-equilibrium geometry, from the Open Molecules 2025 dataset.

The geometry in XYZ format:
```
76
Properties=species:S:1:pos:R:3:forces:R:3
C -4.158 1.645 -0.239 0.00 0.23 0.65
C -2.986 2.322 -0.664 -0.34 -0.35 -0.69
C -2.993 2.910 -1.957 0.03 0.64 0.65
C -4.179 2.985 -2.682 0.11 -0.11 -0.65
C -5.350 2.396 -2.216 -0.02 -0.15 0.43
C -5.339 1.742 -0.975 0.05 -0.06 -0.33
P -1.572 2.611 0.431 0.28 0.87 0.49
C -0.527 3.947 -0.133 0.33 0.16 0.17
C 0.523 3.635 -1.027 -0.28 -0.06 0.15
C 1.338 4.657 -1.504 0.03 0.06 0.00
C 1.178 5.965 -1.024 -0.41 -0.35 0.09
C 0.199 6.242 -0.058 0.05 -0.05 0.01
C -0.660 5.236 0.399 0.09 0.06 -0.39
Yb -1.011 0.498 -1.428 0.35 -0.53 -1.46
P -1.956 -2.260 -1.417 -0.52 -0.77 -1.72
C -2.522 -1.392 -2.862 0.55 -1.20 1.83
C -3.907 -1.324 -3.113 -1.13 0.56 -0.77
C -4.358 -0.554 -4.177 -0.39 -0.96 1.03
C -3.484 0.269 -4.888 0.35 0.89 -0.60
C -2.122 0.255 -4.595 -0.01 -0.26 -0.51
C -1.610 -0.673 -3.682 0.85 0.98 -0.19
C -0.552 -3.349 -1.717 0.55 0.15 0.17
C 0.321 -3.578 -0.629 -0.15 0.28 -0.41
C 1.522 -4.250 -0.835 -0.14 -0.13 0.13
C 1.837 -4.756 -2.101 -0.35 0.08 -0.11
C 0.973 -4.529 -3.184 -0.10 -0.07 0.12
C -0.222 -3.821 -3.004 -0.10 0.08 0.11
C -3.238 -2.795 -0.300 -0.68 -0.30 0.19
C -3.426 -2.188 0.962 -0.07 -0.23 -0.41
C -4.414 -2.672 1.818 -0.20 -0.19 -0.02
C -5.238 -3.747 1.434 0.51 0.25 -0.39
C -5.065 -4.326 0.165 0.02 0.09 0.08
C -4.072 -3.855 -0.701 0.01 0.07 0.40
C -1.972 2.579 2.154 -0.26 -0.28 0.63
C -3.125 3.192 2.673 0.15 0.07 0.14
C -3.342 3.188 4.058 0.03 0.08 -0.22
C -2.439 2.547 4.920 0.00 0.12 -0.47
C -1.310 1.904 4.387 -0.14 0.22 0.25
C -1.068 1.927 3.018 0.06 0.05 -0.13
H 0.048 -3.181 0.352 0.27 -0.18 -0.20
H 2.210 -4.386 0.001 -0.22 -0.04 -0.25
H 2.743 -5.356 -2.236 -0.32 0.41 0.00
H 1.227 -4.913 -4.177 -0.13 0.15 0.44
H -0.900 -3.641 -3.851 0.38 -0.07 0.42
H -4.590 -1.911 -2.494 0.12 0.24 -0.37
H -5.404 -0.611 -4.463 0.10 0.12 0.13
H -3.878 0.913 -5.687 0.31 -0.30 0.44
H -1.453 0.922 -5.142 -0.08 -0.38 0.03
H -0.527 -0.865 -3.609 -0.31 0.06 -0.21
H -2.804 -1.339 1.263 -0.08 -0.33 0.01
H -4.544 -2.221 2.806 0.05 -0.14 -0.37
H -6.001 -4.126 2.121 0.33 0.15 -0.32
H -5.700 -5.159 -0.151 0.23 0.34 0.14
H -3.931 -4.306 -1.687 -0.08 0.01 0.33
H -3.820 3.688 1.990 0.10 -0.11 0.35
H -4.211 3.719 4.457 0.32 -0.29 -0.12
H -2.607 2.573 6.005 0.09 -0.08 -0.56
H -0.606 1.422 5.068 -0.18 0.09 -0.33
H -0.166 1.459 2.610 -0.24 0.07 0.21
H 0.762 2.582 -1.271 -0.10 0.61 -0.02
H 2.113 4.432 -2.240 -0.18 0.07 0.34
H 1.826 6.757 -1.400 -0.20 -0.21 0.18
H 0.110 7.250 0.349 0.03 -0.31 -0.12
H -1.411 5.428 1.172 0.24 0.11 -0.33
H -2.105 3.440 -2.312 -0.28 -0.08 0.04
H -4.202 3.524 -3.634 0.16 -0.27 0.33
H -6.276 2.437 -2.808 0.54 0.12 0.39
H -6.282 1.348 -0.590 0.47 -0.14 -0.05
H -4.162 1.110 0.721 -0.06 0.36 -0.34
H -1.383 -1.296 -0.573 0.61 -0.10 1.49
H -0.568 1.622 0.312 -0.06 -0.20 0.46
N 1.042 -0.022 -0.439 -0.46 0.30 0.08
C 1.855 -0.312 0.380 0.78 -0.39 0.96
N 2.608 -0.632 1.361 -1.98 0.61 -1.38
C 3.895 -0.891 1.286 3.28 -0.63 0.10
N 5.046 -1.133 1.324 -2.52 0.50 -0.15
```
Positions in Å, forces in eV/Å.

Computed properties:
highest occupied orbital energy (alpha / beta): -10.52 / -12.99 eV
2S+1: 2
net charge: +2
E_tot: -94485.0265 eV


Which of these has the highest E_tot? C3H8N2O


Which of these has the highest E_tot? C3H8N2O


Look up the E_tot of the fifth one. -14932.8878 eV


The lowest E_tot belongs to which entry? C35H49Ge2N2OPtSi2